# 1
Entry from the Open Molecules 2025 dataset: C13H30AgN5Sb as an isolated structure (ωB97M-V/def2-TZVPD).

CARTESIAN COORDINATES (ANGSTROEM)
Ag: 0.875 0.001 0.118
C: -2.571 -3.967 2.048
C: -1.596 -3.407 1.071
C: -1.231 -3.792 -0.199
C: -0.239 -2.883 -0.604
N: -0.005 -1.996 0.358
N: -0.852 -2.321 1.361
C: 0.507 -2.802 -1.893
H: -2.973 -4.907 1.679
H: -3.404 -3.283 2.212
H: -2.098 -4.166 3.010
H: -1.615 -4.632 -0.750
H: -0.813 -1.816 2.230
H: 0.330 -3.682 -2.508
H: 1.578 -2.726 -1.707
H: 0.209 -1.933 -2.482
C: -3.774 1.317 -0.319
N: -2.435 1.470 -0.874
C: -1.970 0.290 -1.574
C: -1.523 2.271 -0.235
N: -0.311 1.866 0.022
N: -1.971 3.516 0.114
C: -1.189 4.310 1.041
C: -2.914 4.259 -0.708
H: -3.814 0.443 0.341
H: -4.495 1.173 -1.123
H: -4.061 2.193 0.251
H: -2.712 0.022 -2.327
H: -1.835 -0.568 -0.907
H: -1.028 0.498 -2.078
H: 0.282 2.650 0.260
H: -0.336 4.799 0.555
H: -0.827 3.691 1.859
H: -1.823 5.091 1.460
H: -3.217 3.662 -1.562
H: -2.438 5.170 -1.080
H: -3.798 4.541 -0.134
C: 5.214 1.435 0.431
Sb: 3.620 0.058 0.228
C: 4.179 -1.345 1.729
C: 4.353 -1.034 -1.449
H: 6.136 0.858 0.430
H: 5.120 1.986 1.363
H: 5.212 2.136 -0.401
H: 5.202 -1.680 1.565
H: 3.508 -2.201 1.683
H: 4.104 -0.890 2.714
H: 5.372 -1.364 -1.257
H: 4.339 -0.408 -2.340
H: 3.726 -1.905 -1.624

## Properties
Net charge ... +1
Relative energy (zero: lowest compared OMol25 entry of this formula, charge and spin) ... 0.000 eV
Multiplicity ... 1
Highest occupied orbital energy ... -11.32 eV
HOMO-LUMO gap ... 9.212 eV

# 2
Entry from the Open Molecules 2025 dataset: a 2-piece molecular cluster, C13H30BCl2N2OS3 overall in a non-equilibrium geometry (ωB97M-V/def2-TZVPD).

CARTESIAN COORDINATES (ANGSTROEM)
C: 1.482 -1.936 0.592
C: 2.153 -2.028 -0.822
C: 2.822 -0.719 -1.370
C: 2.249 0.628 -0.868
N: 0.963 1.097 -1.407
C: -0.156 1.042 -0.483
C: -0.353 2.443 0.209
C: -1.679 2.313 1.044
C: -1.397 1.913 2.529
S: -2.547 0.644 3.209
B: -2.327 -0.993 2.299
N: -1.473 -2.072 2.754
O: -3.100 -1.171 1.122
C: 0.654 0.734 -2.757
S: 0.944 1.874 -3.936
S: 0.023 -0.855 -3.354
C: -1.134 -1.592 -2.139
C: -2.644 -1.400 -2.534
C: -3.210 -0.002 -2.162
H: 1.946 -1.222 1.301
H: 1.601 -2.938 1.061
H: 0.380 -1.797 0.512
H: 2.972 -2.769 -0.717
H: 1.428 -2.488 -1.513
H: 2.880 -0.811 -2.469
H: 3.877 -0.752 -1.022
H: 3.008 1.403 -1.114
H: 2.171 0.661 0.236
H: -1.078 0.889 -1.077
H: -0.050 0.314 0.348
H: -0.422 3.268 -0.514
H: 0.496 2.659 0.892
H: -2.252 1.478 0.587
H: -2.298 3.221 0.961
H: -0.343 1.614 2.674
H: -1.550 2.814 3.155
H: -3.802 1.072 2.823
H: -1.718 -2.880 2.184
H: -0.479 -1.903 2.595
H: -2.498 -1.104 0.371
H: -0.962 -1.303 -1.088
H: -0.964 -2.689 -2.180
H: -2.806 -1.690 -3.583
H: -3.189 -2.141 -1.909
H: -4.203 0.091 -2.645
H: -3.403 0.090 -1.073
H: -2.602 0.842 -2.538
C: 4.664 1.215 2.389
Cl: 3.434 -0.009 2.752
Cl: 3.949 2.665 1.676
H: 5.162 1.491 3.312
H: 5.380 0.794 1.691

## Properties
Net charge ... +1
Multiplicity ... 1
Highest occupied orbital energy ... -10.64 eV
HOMO-LUMO gap ... 6.324 eV

# 3
Entry from the Open Molecules 2025 dataset: C13H30BiCl2N3OP as an isolated structure in a non-equilibrium geometry (ωB97M-V/def2-TZVPD).

CARTESIAN COORDINATES (ANGSTROEM)
Bi: -1.829 0.857 1.102
Cl: -2.106 2.729 -0.549
Cl: -0.157 1.837 2.644
C: 1.497 -1.404 -1.879
H: 1.890 -2.111 -1.119
H: 1.748 -0.375 -1.531
C: -0.067 -1.368 -1.547
C: 2.276 -1.529 -3.068
H: -0.517 -2.225 -1.030
C: 1.942 -0.656 -4.189
H: 2.888 -2.418 -3.204
C: 1.176 0.625 -3.734
H: 2.878 -0.314 -4.651
H: 1.393 -1.182 -4.989
C: -0.297 0.494 -3.372
H: 1.748 1.110 -2.931
H: 1.215 1.339 -4.564
C: -0.862 -0.389 -2.208
H: -0.650 1.518 -3.184
H: -0.816 0.160 -4.282
H: -1.380 0.318 -1.509
H: -1.688 -0.973 -2.636
C: -2.856 -0.615 3.994
N: -2.398 -1.993 3.684
C: -3.532 -2.889 3.403
P: -1.087 -2.163 2.672
O: -1.237 -1.580 1.291
N: 0.142 -1.420 3.473
C: 1.414 -1.208 2.776
C: 0.233 -1.368 4.926
N: -0.885 -3.801 2.537
C: -0.546 -4.564 3.745
C: -0.272 -4.340 1.316
H: -3.597 -0.715 4.800
H: -3.358 -0.130 3.130
H: -2.037 0.025 4.342
H: -4.159 -2.518 2.578
H: -3.165 -3.889 3.154
H: -4.142 -2.947 4.313
H: 1.909 -0.338 3.222
H: 2.068 -2.091 2.869
H: 1.248 -0.997 1.712
H: -0.702 -1.687 5.399
H: 1.046 -2.021 5.278
H: 0.456 -0.333 5.227
H: -0.637 -5.629 3.500
H: 0.486 -4.371 4.079
H: -1.236 -4.337 4.566
H: -0.723 -3.885 0.428
H: 0.819 -4.181 1.296
H: -0.466 -5.420 1.294

## Properties
Net charge ... -1
Relative energy (zero: lowest compared OMol25 entry of this formula, charge and spin) ... 3.995 eV
Multiplicity ... 1
Highest occupied orbital energy (spin up / spin down) ... 0.03 / -0.32 eV
HOMO-LUMO gap (spin up / spin down) ... 2.176 / 2.231 eV

# 4
Entry from the Open Molecules 2025 dataset: C13H30F3N2NaO7S as an isolated structure in a non-equilibrium geometry (ωB97M-V/def2-TZVPD).

CARTESIAN COORDINATES (ANGSTROEM)
Na: -0.389 -0.093 -0.914
C: -3.977 -4.312 -0.527
F: -3.074 -4.029 0.374
F: -3.378 -4.660 -1.678
F: -4.817 -5.264 -0.160
S: -4.938 -2.619 -0.911
O: -5.758 -2.221 0.209
O: -3.839 -1.697 -1.169
O: -5.670 -2.829 -2.178
C: -0.386 -1.966 -3.726
O: 0.644 -1.761 -2.759
C: 1.083 -3.037 -2.250
C: 2.378 -2.832 -1.419
N: 2.049 -2.096 -0.181
C: 1.579 -3.093 0.832
C: 1.284 -2.460 2.209
O: 0.407 -1.323 2.219
C: -0.357 -1.299 3.439
H: -0.110 -2.631 -4.544
H: -0.599 -0.992 -4.167
H: -1.211 -2.404 -3.164
H: 1.289 -3.645 -3.131
H: 0.339 -3.554 -1.644
H: 3.145 -2.319 -1.999
H: 2.820 -3.799 -1.181
H: 2.845 -1.582 0.168
H: 2.372 -3.817 1.023
H: 0.767 -3.787 0.612
H: 2.210 -2.208 2.725
H: 0.868 -3.229 2.861
H: -0.955 -0.399 3.582
H: 0.323 -1.539 4.256
H: -1.027 -2.158 3.488
C: 1.853 3.449 4.355
O: 1.671 4.162 3.085
C: 0.395 3.909 2.473
C: 0.430 4.064 0.958
N: 1.101 2.907 0.413
C: 1.667 3.283 -0.888
C: 0.640 3.690 -1.964
O: -0.509 2.891 -2.009
C: -1.556 3.202 -2.912
H: 0.969 3.629 4.968
H: 2.631 3.893 4.976
H: 1.997 2.377 4.219
H: -0.277 4.626 2.944
H: -0.030 2.943 2.746
H: 0.862 5.045 0.762
H: -0.580 4.094 0.550
H: 1.799 2.655 1.098
H: 2.366 2.515 -1.219
H: 2.459 4.026 -0.797
H: 1.112 3.814 -2.938
H: 0.465 4.717 -1.645
H: -1.204 2.930 -3.907
H: -1.784 4.267 -2.935
H: -2.393 2.566 -2.626

## Properties
Relative energy (zero: lowest compared OMol25 entry of this formula, charge and spin) ... 0.000 eV
Multiplicity ... 1
Highest occupied orbital energy ... -7.69 eV
HOMO-LUMO gap ... 7.285 eV